Density functional theory data (the ωB97M-V functional and the def2-TZVPD basis) for C12H11ClFeNO4S4 as an isolated structure at a distorted geometry.

Last column: Mulliken charge in e.
Element x y z (Å)
Fe  0.5201  -0.7475  0.1672  0.74
O  7.1230  0.3441  1.7795  -0.62
C  5.9793  0.1547  1.4643  0.58
S  4.6606  1.2383  1.8943  -0.19
C  3.3565  0.3225  1.1360  0.12
C  3.7078  -0.8247  0.4942  0.18
S  2.6306  -1.8658  -0.3411  -0.41
S  5.4315  -1.2279  0.5141  -0.19
S  1.7676  0.9529  1.2608  -0.48
C  -2.3787  0.9941  3.0350  -1.81
C  -2.1879  -0.0074  1.9058  1.74
C  -3.5387  -0.4740  1.3665  -1.79
O  -1.4700  0.5959  0.8205  -0.55
C  -1.4037  -1.2872  2.4258  0.34
O  -1.7197  -1.7463  3.5097  -0.70
O  -0.5326  -1.7209  1.6219  -0.80
H  -3.0115  1.8180  2.7033  0.44
H  -1.4155  1.3812  3.3634  0.46
H  -2.8491  0.4876  3.8714  0.38
H  -4.1331  0.3875  1.0653  0.41
H  -4.0623  -1.0231  2.1429  0.38
H  -3.3906  -1.1207  0.5061  0.36
H  -0.9562  1.3290  1.1838  0.27
Cl  -1.1419  -2.0853  -5.0449  -0.23
C  -0.5864  -0.8022  -4.0305  0.07
C  -0.2142  0.4148  -4.5967  -0.21
C  0.2107  1.4150  -3.7241  -0.63
C  0.2515  1.1557  -2.3691  -0.41
N  -0.1030  -0.0218  -1.8307  0.03
C  -0.5297  -0.9838  -2.6624  -0.20
H  -0.2567  0.5702  -5.6643  0.43
H  0.4959  2.3861  -4.1054  0.37
H  0.5783  1.9073  -1.6618  0.41
H  -0.8321  -1.9163  -2.2011  0.49

Multiplicity   5
Energy   -4136.432599 Eh
HOMO level (alpha / beta)   -3.60 / -3.71 eV
Charge   -1
Frontier orbital gap (alpha / beta)   5.50 / 5.55 eV